[1]
{"formula": "C20H52N4O7P", "method": "wB97M-V/def2-TZVPD", "elements": ["C", "C", "O", "N", "C", "C", "C", "C", "C", "O", "P", "O", "C", "O", "H", "H", "H", "H", "H", "H", "H", "H", "H", "H", "H", "H", "H", "H", "H", "H", "H", "H", "H", "C", "C", "C", "O", "C", "N", "H", "H", "H", "H", "H", "H", "H", "H", "H", "H", "H", "C", "C", "C", "O", "C", "N", "H", "H", "H", "H", "H", "H", "H", "H", "H", "H", "H", "C", "C", "C", "O", "C", "N", "H", "H", "H", "H", "H", "H", "H", "H", "H", "H", "H"], "xyz": [[2.142, -3.651, 0.329], [2.366, -2.659, -0.790], [3.361, -2.726, -1.496], [1.367, -1.768, -1.055], [0.637, -1.007, -0.037], [-0.727, -0.492, -0.527], [-1.941, -1.022, 0.238], [-2.329, -2.510, 0.081], [-1.595, -3.239, -1.040], [-1.850, -2.607, -2.250], [-2.008, -3.729, -3.623], [-2.543, -4.938, -2.419], [-2.002, -4.742, -1.180], [-2.938, -5.098, -0.159], [3.085, -4.150, 0.545], [1.410, -4.385, -0.014], [1.749, -3.202, 1.240], [1.610, -1.216, -1.868], [0.507, -1.633, 0.846], [1.263, -0.156, 0.264], [-0.725, 0.597, -0.410], [-0.838, -0.695, -1.593], [-2.799, -0.420, -0.081], [-1.798, -0.787, 1.301], [-3.395, -2.578, -0.146], [-2.177, -3.047, 1.021], [-0.518, -3.233, -0.801], [-1.557, -2.709, -4.544], [-0.634, -4.154, -3.384], [-2.156, -4.700, -4.676], [-3.377, -3.298, -3.762], [-1.113, -5.383, -1.048], [-3.177, -6.010, -0.343], [-1.488, 5.327, -3.878], [-1.288, 4.973, -2.410], [-0.646, 3.599, -2.179], [-1.522, 2.508, -2.363], [-1.625, 2.006, -3.683], [-2.559, 5.118, -1.697], [-2.323, 4.771, -4.306], [-1.717, 6.388, -3.977], [-0.595, 5.106, -4.467], [-0.590, 5.700, -1.980], [-0.333, 3.551, -1.132], [0.252, 3.476, -2.800], [-0.662, 2.066, -4.202], [-2.375, 2.545, -4.270], [-1.920, 0.960, -3.611], [-2.388, 4.953, -0.707], [-3.161, 4.353, -1.990], [-3.978, 4.434, 2.591], [-3.459, 3.329, 1.678], [-3.630, 1.915, 2.238], [-2.726, 1.588, 3.279], [-3.131, 1.957, 4.578], [-2.069, 3.618, 1.315], [-3.304, 4.600, 3.433], [-4.047, 5.371, 2.039], [-4.966, 4.190, 2.986], [-4.043, 3.358, 0.752], [-3.420, 1.205, 1.436], [-4.662, 1.749, 2.573], [-4.213, 1.841, 4.704], [-2.862, 2.989, 4.823], [-2.625, 1.292, 5.278], [-1.770, 2.950, 0.607], [-1.484, 3.422, 2.123], [6.756, -0.041, 1.736], [5.545, -0.866, 1.314], [5.048, -1.835, 2.394], [5.857, -2.983, 2.583], [6.948, -2.821, 3.459], [5.815, -1.515, 0.036], [7.667, -0.642, 1.711], [6.897, 0.788, 1.043], [6.639, 0.363, 2.744], [4.713, -0.171, 1.147], [4.071, -2.216, 2.087], [4.920, -1.311, 3.352], [6.692, -2.158, 4.294], [7.831, -2.417, 2.955], [7.197, -3.805, 3.856], [4.962, -1.956, -0.302], [6.469, -2.277, 0.192]], "max_force_ev_per_a": 0.55, "energy_ev": -51163.8256, "orbital_gap_ev": 6.6, "total_charge": -1}



[2]
{"formula": "C20H52N6O8", "method": "wB97M-V/def2-TZVPD", "elements": ["C", "C", "N", "C", "C", "C", "C", "C", "O", "C", "H", "H", "H", "H", "H", "H", "H", "H", "H", "H", "H", "H", "H", "H", "H", "H", "H", "H", "H", "H", "C", "C", "O", "N", "H", "H", "C", "H", "H", "H", "H", "H", "H", "C", "C", "O", "N", "H", "H", "C", "H", "H", "H", "H", "H", "H", "C", "C", "O", "N", "H", "H", "C", "H", "H", "H", "H", "H", "H", "C", "C", "O", "N", "H", "H", "C", "H", "H", "H", "H", "H", "H", "N", "O", "O", "O"], "xyz": [[-7.342, -14.460, -3.216], [-8.479, -15.344, -3.775], [-9.080, -16.261, -2.691], [-10.085, -17.320, -3.310], [-7.991, -17.094, -1.935], [-7.076, -17.861, -2.856], [-9.883, -15.499, -1.547], [-10.964, -14.457, -1.961], [-10.239, -13.260, -2.368], [-10.639, -12.050, -1.801], [-7.646, -13.908, -2.326], [-7.090, -13.643, -3.891], [-6.353, -14.911, -3.143], [-8.170, -15.920, -4.647], [-9.305, -14.733, -4.137], [-9.590, -17.876, -4.107], [-10.920, -16.753, -3.722], [-10.448, -18.039, -2.576], [-8.610, -17.676, -1.252], [-7.415, -16.310, -1.444], [-6.607, -17.202, -3.588], [-7.639, -18.668, -3.324], [-6.336, -18.410, -2.274], [-9.085, -14.901, -1.106], [-10.383, -16.181, -0.859], [-11.624, -14.156, -1.148], [-11.562, -14.837, -2.789], [-11.630, -11.739, -2.133], [-9.856, -11.307, -1.948], [-10.698, -12.184, -0.721], [-9.007, -18.063, -9.979], [-10.129, -17.361, -10.599], [-10.441, -17.354, -11.767], [-11.120, -16.832, -9.608], [-11.455, -17.648, -9.115], [-10.629, -16.230, -8.963], [-12.322, -16.050, -10.202], [-8.260, -17.382, -9.570], [-8.508, -18.588, -10.794], [-9.288, -18.730, -9.164], [-12.644, -15.454, -9.348], [-13.178, -16.663, -10.482], [-11.993, -15.297, -10.919], [-13.692, -18.567, -3.361], [-14.408, -17.471, -4.136], [-15.282, -16.754, -3.638], [-14.077, -17.356, -5.618], [-13.247, -17.880, -5.855], [-14.743, -17.801, -6.234], [-14.033, -15.912, -6.199], [-14.018, -18.595, -2.321], [-12.607, -18.480, -3.312], [-13.911, -19.587, -3.678], [-15.049, -15.562, -6.014], [-13.769, -16.045, -7.248], [-13.224, -15.444, -5.638], [-8.885, -11.155, -5.447], [-9.634, -10.921, -6.750], [-9.442, -9.896, -7.398], [-10.606, -11.964, -7.177], [-10.171, -12.874, -7.122], [-11.411, -11.929, -6.569], [-11.101, -11.700, -8.662], [-8.197, -11.994, -5.546], [-9.569, -11.331, -4.616], [-8.276, -10.312, -5.119], [-11.840, -10.898, -8.650], [-11.522, -12.662, -8.954], [-10.293, -11.504, -9.366], [-6.061, -17.991, -7.041], [-5.793, -16.459, -7.007], [-5.475, -15.995, -5.940], [-5.996, -15.614, -8.314], [-5.195, -15.891, -8.863], [-6.830, -15.841, -8.837], [-5.891, -14.072, -8.146], [-6.109, -18.297, -5.996], [-5.204, -18.565, -7.393], [-7.018, -18.113, -7.547], [-6.632, -13.636, -7.476], [-5.883, -13.532, -9.093], [-5.003, -13.852, -7.553], [-9.734, -15.296, -6.927], [-10.937, -15.085, -7.097], [-9.056, -14.312, -6.680], [-9.222, -16.413, -7.105]], "max_force_ev_per_a": 5.05, "energy_ev": -46858.9405, "de_lowest_kcal_mol": 42.3, "orbital_gap_ev": 8.7, "total_charge": 4}



[3]
{"formula": "C20H53N10O6S", "method": "wB97M-V/def2-TZVPD", "elements": ["N", "S", "C", "C", "N", "N", "N", "H", "H", "H", "H", "H", "H", "H", "H", "H", "H", "H", "C", "O", "N", "C", "C", "H", "H", "H", "H", "H", "H", "H", "C", "O", "N", "C", "C", "H", "H", "H", "H", "H", "H", "H", "C", "O", "N", "C", "C", "H", "H", "H", "H", "H", "H", "H", "C", "O", "N", "C", "C", "H", "H", "H", "H", "H", "H", "H", "C", "O", "N", "C", "C", "H", "H", "H", "H", "H", "H", "H", "C", "O", "N", "C", "C", "H", "H", "H", "H", "H", "H", "H"], "xyz": [[1.872, 3.857, 2.611], [1.147, 2.557, 1.883], [-0.536, 2.890, 1.431], [-1.573, 3.491, 2.479], [-2.118, 4.748, 1.993], [-2.614, 2.486, 2.547], [-1.049, 3.743, 3.807], [1.739, 4.698, 2.057], [1.568, 4.021, 3.573], [0.898, 1.831, 2.985], [-0.838, 1.876, 1.128], [-0.453, 3.466, 0.505], [-1.522, 5.290, 1.383], [-2.992, 4.551, 1.524], [-2.206, 1.585, 2.321], [-2.996, 2.421, 3.490], [-0.600, 2.973, 4.284], [-0.587, 4.630, 3.939], [3.735, 3.417, 5.034], [2.953, 4.242, 5.491], [4.643, 2.729, 5.731], [5.523, 1.760, 5.111], [4.752, 2.979, 7.163], [3.719, 3.199, 3.954], [5.380, 0.768, 5.542], [6.569, 2.043, 5.237], [5.307, 1.712, 4.045], [3.812, 2.759, 7.667], [4.999, 4.023, 7.353], [5.536, 2.344, 7.567], [-2.152, -1.416, 2.346], [-1.699, -0.290, 2.552], [-2.222, -1.997, 1.151], [-2.765, -3.333, 0.980], [-1.744, -1.293, -0.029], [-2.547, -2.031, 3.166], [-2.016, -3.999, 0.552], [-3.634, -3.315, 0.321], [-3.073, -3.723, 1.948], [-0.682, -1.066, 0.051], [-2.301, -0.366, -0.177], [-1.873, -1.940, -0.891], [0.569, -2.470, -3.225], [0.306, -2.692, -2.047], [-0.089, -3.013, -4.253], [0.249, -2.747, -5.640], [-1.192, -3.920, -3.982], [1.386, -1.800, -3.539], [-0.596, -2.299, -6.163], [0.497, -3.673, -6.156], [1.107, -2.077, -5.686], [-1.980, -3.421, -3.416], [-0.856, -4.776, -3.395], [-1.587, -4.263, -4.936], [4.638, -1.278, -4.616], [3.727, -1.809, -5.222], [4.671, 0.034, -4.299], [5.783, 0.625, -3.591], [3.553, 0.865, -4.706], [5.532, -1.829, -4.282], [5.464, 1.062, -2.641], [6.264, 1.406, -4.184], [6.521, -0.147, -3.381], [2.621, 0.516, -4.259], [3.426, 0.847, -5.789], [3.746, 1.887, -4.387], [-5.525, 3.167, 5.688], [-4.757, 2.295, 5.310], [-5.330, 4.478, 5.454], [-6.247, 5.506, 5.884], [-4.122, 4.807, 4.720], [-6.446, 2.945, 6.249], [-6.646, 6.063, 5.034], [-5.765, 6.212, 6.563], [-7.080, 5.040, 6.409], [-4.138, 4.311, 3.752], [-3.237, 4.462, 5.251], [-4.062, 5.883, 4.568], [-1.419, -6.173, -7.684], [-1.062, -5.029, -7.456], [-0.739, -7.264, -7.291], [-1.192, -8.606, -7.588], [0.496, -7.075, -6.549], [-2.340, -6.407, -8.242], [-1.373, -9.174, -6.673], [-0.460, -9.146, -8.191], [-2.124, -8.551, -8.148], [0.313, -6.532, -5.620], [1.218, -6.504, -7.132], [0.914, -8.051, -6.315]], "max_force_ev_per_a": 0.66, "energy_ev": -59614.3887, "orbital_gap_ev": 7.6, "total_charge": 1}



[4]
{"formula": "C20H54AlF6N10O7P3S2", "method": "wB97M-V/def2-TZVPD", "elements": ["Al", "C", "F", "F", "F", "S", "O", "O", "N", "S", "O", "O", "C", "F", "F", "F", "O", "P", "N", "C", "C", "N", "C", "C", "N", "C", "C", "H", "H", "H", "H", "H", "H", "H", "H", "H", "H", "H", "H", "H", "H", "H", "H", "H", "H", "O", "P", "N", "C", "C", "N", "C", "C", "N", "C", "C", "H", "H", "H", "H", "H", "H", "H", "H", "H", "H", "H", "H", "H", "H", "H", "H", "H", "H", "O", "P", "N", "C", "C", "N", "C", "C", "N", "C", "C", "H", "H", "H", "H", "H", "H", "H", "H", "H", "H", "H", "H", "H", "H", "H", "H", "H", "H"], "xyz": [[-29.950, 13.264, -0.084], [-29.957, 13.116, 4.768], [-30.564, 14.270, 4.567], [-29.265, 13.174, 5.898], [-30.852, 12.137, 4.892], [-28.760, 12.654, 3.383], [-27.491, 12.518, 3.970], [-29.389, 11.547, 2.746], [-28.904, 13.948, 2.374], [-27.855, 15.070, 2.841], [-28.030, 15.494, 4.194], [-26.552, 14.819, 2.338], [-28.395, 16.518, 1.817], [-28.830, 16.150, 0.608], [-29.350, 17.214, 2.439], [-27.343, 17.308, 1.643], [-29.308, 11.618, -2.357], [-28.546, 10.690, -3.228], [-29.579, 10.264, -4.481], [-29.119, 9.533, -5.666], [-30.934, 10.780, -4.527], [-28.134, 9.222, -2.612], [-26.944, 9.090, -1.735], [-29.132, 8.156, -2.460], [-27.190, 11.307, -3.909], [-27.094, 12.746, -4.060], [-26.058, 10.534, -4.388], [-28.050, 9.613, -5.807], [-29.611, 9.957, -6.543], [-29.476, 8.498, -5.599], [-31.480, 10.584, -3.601], [-31.466, 10.402, -5.393], [-30.904, 11.877, -4.603], [-26.033, 9.244, -2.296], [-26.963, 9.793, -0.892], [-26.940, 8.113, -1.258], [-29.617, 8.187, -1.478], [-29.859, 8.197, -3.264], [-28.605, 7.200, -2.502], [-27.731, 13.140, -4.860], [-27.455, 13.251, -3.160], [-26.069, 13.071, -4.209], [-25.783, 10.883, -5.386], [-26.299, 9.481, -4.507], [-25.204, 10.641, -3.718], [-31.632, 15.441, 0.634], [-32.866, 16.227, 0.661], [-33.393, 16.411, 2.256], [-32.367, 16.645, 3.262], [-34.672, 17.005, 2.569], [-34.145, 15.586, -0.097], [-34.320, 15.822, -1.534], [-34.870, 14.468, 0.492], [-32.734, 17.798, 0.181], [-33.811, 18.695, -0.189], [-31.476, 18.471, 0.516], [-31.467, 16.123, 2.950], [-32.698, 16.215, 4.211], [-32.176, 17.713, 3.424], [-35.405, 16.738, 1.811], [-34.603, 18.105, 2.468], [-34.969, 16.820, 3.597], [-33.665, 15.190, -2.143], [-35.340, 15.583, -1.834], [-34.160, 16.864, -1.786], [-34.340, 13.512, 0.473], [-35.204, 14.720, 1.497], [-35.795, 14.327, -0.071], [-34.712, 18.137, -0.431], [-33.992, 19.468, 0.557], [-33.543, 19.155, -1.152], [-30.800, 17.875, 1.114], [-31.701, 19.368, 1.109], [-31.041, 18.843, -0.418], [-31.253, 10.984, 0.824], [-31.841, 9.667, 1.122], [-30.681, 8.502, 1.283], [-30.971, 7.095, 1.222], [-29.264, 8.891, 1.417], [-32.938, 9.151, 0.012], [-32.583, 9.220, -1.384], [-34.173, 8.440, 0.356], [-32.653, 9.637, 2.551], [-32.754, 8.529, 3.487], [-33.538, 10.773, 2.822], [-30.737, 6.680, 0.237], [-32.019, 6.912, 1.454], [-30.439, 6.540, 1.996], [-28.970, 9.512, 0.555], [-28.652, 7.995, 1.343], [-29.048, 9.486, 2.304], [-31.687, 9.844, -1.494], [-32.370, 8.241, -1.826], [-33.327, 9.745, -1.992], [-34.842, 8.489, -0.505], [-33.944, 7.402, 0.590], [-34.744, 8.976, 1.112], [-31.757, 8.218, 3.795], [-33.346, 8.853, 4.336], [-33.266, 7.655, 3.068], [-34.540, 10.399, 3.080], [-33.663, 11.391, 1.936], [-33.198, 11.335, 3.692]], "max_force_ev_per_a": 1.89, "energy_ev": -123272.1270, "de_lowest_kcal_mol": 0.0, "orbital_gap_ev": 1.9, "total_charge": 2}



[5]
{"formula": "C20H54ClN2O12", "method": "wB97M-V/def2-TZVPD", "elements": ["Cl", "O", "O", "O", "O", "C", "C", "O", "H", "H", "H", "H", "H", "H", "C", "C", "O", "H", "H", "H", "H", "H", "H", "C", "C", "O", "H", "H", "H", "H", "H", "H", "C", "C", "O", "H", "H", "H", "H", "H", "H", "C", "O", "C", "C", "N", "C", "C", "O", "C", "H", "H", "H", "H", "H", "H", "H", "H", "H", "H", "H", "H", "H", "H", "H", "C", "O", "C", "C", "N", "C", "C", "O", "C", "H", "H", "H", "H", "H", "H", "H", "H", "H", "H", "H", "H", "H", "H", "H"], "xyz": [[-0.203, -1.004, -1.047], [1.238, -0.916, -0.914], [-0.574, -0.951, -2.441], [-0.865, -2.141, -0.429], [-0.792, 0.105, -0.351], [-3.263, -3.214, -4.071], [-3.078, -3.984, -2.800], [-2.032, -4.843, -2.962], [-3.935, -2.360, -3.989], [-3.771, -3.796, -4.841], [-2.276, -2.882, -4.393], [-3.963, -4.241, -2.219], [-2.470, -3.322, -2.183], [-2.213, -5.013, -3.889], [2.365, -3.930, -4.544], [0.909, -3.930, -3.969], [1.031, -3.550, -2.653], [2.828, -2.964, -4.342], [2.349, -3.985, -5.632], [3.032, -4.651, -4.071], [0.531, -4.946, -3.848], [0.104, -3.388, -4.466], [1.573, -2.759, -2.707], [1.959, 2.605, -0.754], [2.721, 3.829, -0.231], [2.656, 3.870, 1.160], [0.926, 2.404, -0.471], [2.406, 1.642, -0.510], [1.978, 2.719, -1.837], [2.317, 4.747, -0.659], [3.727, 3.838, -0.650], [2.879, 2.976, 1.429], [-3.581, 3.014, -1.762], [-2.455, 2.682, -2.719], [-1.187, 2.731, -1.991], [-4.455, 2.667, -2.313], [-3.665, 4.064, -1.484], [-3.668, 2.312, -0.933], [-2.490, 3.346, -3.583], [-2.630, 1.715, -3.189], [-0.996, 1.816, -1.775], [1.761, 8.986, 2.187], [0.954, 7.846, 2.410], [0.035, 7.702, 1.310], [-0.909, 6.469, 1.694], [-0.379, 5.173, 1.426], [-1.417, 4.235, 1.818], [-1.150, 2.747, 1.792], [-0.142, 2.476, 2.765], [-0.173, 1.160, 3.154], [1.553, 9.585, 1.300], [2.835, 8.802, 2.145], [1.635, 9.599, 3.079], [0.679, 7.479, 0.459], [-0.429, 8.668, 1.107], [-1.763, 6.611, 1.032], [-1.355, 6.586, 2.681], [-0.240, 5.072, 0.431], [-2.300, 4.375, 1.195], [-1.702, 4.357, 2.863], [-0.813, 2.523, 0.780], [-2.068, 2.173, 1.920], [-0.069, 0.362, 2.419], [-1.115, 0.990, 3.676], [0.645, 0.996, 3.855], [3.731, -3.813, -0.835], [2.509, -3.757, 0.011], [2.772, -2.860, 1.184], [1.534, -2.690, 1.952], [0.855, -4.010, 2.245], [-0.325, -3.790, 3.183], [-0.948, -5.098, 3.535], [-1.039, -6.108, 2.505], [-1.330, -7.392, 2.965], [4.383, -4.569, -0.397], [4.288, -2.878, -0.899], [3.566, -4.168, -1.852], [3.116, -1.903, 0.792], [3.588, -3.333, 1.729], [0.779, -2.193, 1.344], [1.738, -2.316, 2.956], [1.523, -4.387, 2.902], [-1.097, -3.216, 2.671], [-0.111, -3.314, 4.140], [-1.949, -4.745, 3.784], [-0.592, -5.447, 4.504], [-1.051, -8.021, 2.120], [-2.362, -7.487, 3.303], [-0.620, -7.793, 3.689]], "max_force_ev_per_a": 4.78, "energy_ev": -61675.2583, "orbital_gap_ev": 9.0, "total_charge": -1}